The following is a DFT calculation (ωB97M-V/def2-TZVPD) of a cluster of 2 separate species, C56H50N5O2 in total.

```
! wB97M-V def2-TZVPD RIJCOSX def2/J DEFGRID3
* xyz 1 1
O 2.66045 5.40903 0.67992
O -1.44901 -2.51405 -1.47856
N 2.02095 -3.10919 -0.48876
N 0.91554 4.49109 1.89373
N 3.08980 -2.83029 -1.30211
N 1.25599 -1.84618 -2.10229
N 0.09279 3.00831 0.40561
C -3.56885 0.00862 2.17259
C -0.18107 -5.39668 -0.33507
C -0.45379 -2.96284 -0.65864
C 1.25294 3.61806 -0.24286
C 3.52784 0.62897 3.06433
C -1.19161 -6.57068 1.51441
C 5.72753 -0.89815 -3.98607
C 0.44654 -1.43154 -3.19421
C -5.38192 -1.45405 0.63759
C -1.10869 -0.51820 -5.28598
C -1.51886 4.15503 1.98585
C -3.14318 -0.49525 0.90979
C -3.22945 5.88773 1.46639
C -4.78595 7.65697 0.80693
C 1.89203 -4.83066 2.78054
C 3.56877 -5.86573 1.34229
C -4.18215 5.42878 2.40727
C -0.49490 -0.44546 -2.95963
C 1.61840 -3.88139 1.79632
C 4.81239 -1.68896 -3.29750
C 2.86492 -5.81247 2.55388
C -1.29533 0.00716 -4.00794
C 4.03460 0.82724 -4.26888
C -1.88901 -5.40955 1.86703
C 1.71643 4.63238 0.79292
C -5.77581 -0.95190 1.88702
C -4.85773 -0.20965 2.64305
C -0.76116 -4.19021 0.10443
C 2.79552 1.87491 0.66729
C 2.57187 0.03680 2.22925
C -2.18431 -3.43035 -2.32970
C -5.42189 6.06264 2.52823
C 0.64468 -1.96999 -4.46116
C -3.54734 7.02953 0.68676
C 2.24862 0.63428 1.01232
C 4.14927 1.81940 2.67135
C -1.69750 -4.22669 1.15759
C -4.08903 -1.25353 0.16136
C 5.34195 0.36411 -4.46791
C 2.35519 2.60577 -0.57374
C -1.95144 5.21692 1.27673
C 1.11199 5.25008 3.10222
C 3.78745 2.43540 1.47651
C 3.49560 -1.22386 -3.08826
C 0.85833 -2.54914 -0.95250
C 3.30696 -4.91130 0.36056
C -0.33953 -6.56684 0.40380
C -1.84022 -0.15274 0.39538
C 2.63331 -2.00241 -2.21195
C -5.73449 7.16789 1.72230
C -0.49550 1.88364 -0.05417
C 2.28997 -3.98340 0.57674
C 3.11364 0.04506 -3.57920
C -1.22092 1.04187 0.77690
C -0.13585 -1.49493 -5.52169
C -0.16967 3.53794 1.76125
H -5.02050 8.52642 0.18934
H 3.73141 1.80234 -4.65123
H -3.79489 -1.62639 -0.81963
H 1.30071 4.57214 3.94122
H -2.11274 3.71843 2.79121
H 2.00357 1.91771 -1.35249
H -6.10363 -1.99348 0.02816
H 0.21269 5.83044 3.32365
H 6.74283 -1.26658 -4.14592
H -0.04108 2.74642 2.51828
H 3.85890 -4.88103 -0.57947
H -1.30643 5.63528 0.49509
H 1.41559 -2.73406 -4.62065
H -5.15503 0.21939 3.60103
H 2.07899 -0.89137 2.52534
H -2.86598 0.59324 2.77318
H -2.96142 -3.91833 -1.72909
H 0.18611 -7.47068 0.08512
H 6.06328 0.98564 -5.00413
H -2.79577 7.40253 -0.01291
H -1.73238 -0.16382 -6.10663
H 4.33599 -6.61655 1.15958
H 2.09703 0.40655 -3.42199
H 4.91424 2.28059 3.29838
H -1.38774 -0.76545 -0.37853
H -2.62823 -2.79775 -3.10067
H -1.50931 -4.17141 -2.77877
H -2.23567 -3.31118 1.40909
H -6.14622 5.68695 3.25496
H 0.88096 -3.08924 1.92333
H 0.01741 -1.90377 -6.51844
H 3.07669 -6.54268 3.33789
H 0.92186 4.16372 -1.14138
H -2.05432 0.75912 -3.79306
H -6.78604 -1.09992 2.25210
H -2.60011 -5.43073 2.69472
H 0.40784 -5.38037 -1.25830
H -0.57490 -0.04242 -1.95114
H 1.35258 -4.79030 3.72896
H -0.40577 1.71905 -1.12916
H -1.33247 1.37273 1.80754
H -6.71102 7.64866 1.81000
H 5.08436 -2.66703 -2.89760
H 3.18904 3.19002 -0.98875
H 3.80159 0.15578 4.00868
H 1.52318 0.16626 0.34181
H 4.24748 3.37976 1.17224
H -1.32174 -7.48959 2.08436
H -3.93551 4.56933 3.03474
H 1.96840 5.90826 2.96038
*
```

Results of the Löwdin charge analysis, in e, for atoms 1 through 4: O 0.0834; O -0.2145; N -0.0047; N -0.0358

The following is a DFT calculation (ωB97M-V/def2-TZVPD) of a structure of composition C56H50N8O3P2SY.

```
! wB97M-V def2-TZVPD RIJCOSX def2/J DEFGRID3
* xyz 1 1
Y -0.82424 0.40832 -1.41911
S 1.73084 0.44966 6.35530
P 0.02602 -1.11826 1.14573
P -0.99585 1.50311 1.29248
O 2.42861 0.49076 -4.72301
O 0.10613 0.55529 -3.60930
O -2.84669 0.88711 -0.84713
N -2.09053 -0.64366 -2.99234
N 2.50563 0.11114 -1.55885
N -1.29349 -1.22189 -3.97815
N 0.04931 0.35277 2.02691
N 1.43443 -3.51806 -2.90579
N 1.50673 1.02259 -1.33433
N 0.82968 -1.53723 -1.83183
N -0.49712 2.85084 -1.76251
C -2.16420 -3.82161 4.17366
C 2.84391 -0.98767 1.59558
C 1.87011 4.46164 1.51727
C 0.00573 0.75521 5.85671
C 3.16706 -3.69547 1.05892
C -4.36780 0.01109 -2.47445
C 1.09956 5.60531 1.38162
C 0.13418 5.41062 -2.62426
C 1.73446 -1.75952 1.27958
C 0.78358 3.21264 -1.95337
C 3.18525 -1.97706 -2.40015
C -2.27159 1.77980 2.57482
C -5.12045 1.49180 -0.71704
C 0.44581 -2.39962 -5.78662
C -6.70906 0.62262 -2.31041
C 2.78231 -3.18154 -2.97776
C -0.18935 -0.56455 -4.20496
C -0.27800 5.49853 1.22914
C 0.54930 0.50638 3.40530
C 5.44221 -2.43821 -3.08121
C -4.42969 1.14432 3.44426
C -3.05368 2.69848 4.65744
C 2.62714 -2.48228 -6.77840
C 2.96727 -1.30245 -6.15118
C -3.45612 1.05586 2.45999
C -2.85735 -3.08944 3.22108
C -2.16089 -2.33705 2.28800
C -0.77567 -3.81340 4.17941
C -0.10830 3.09530 1.40628
C -0.87714 4.25061 1.24360
C 0.54984 -2.69827 -2.34117
C 1.79399 2.17131 -1.81955
C 1.53954 -1.20134 7.07431
C -4.06255 0.78837 -1.32607
C -4.22498 1.95903 4.54759
C 1.27248 3.20849 1.51324
C 1.91106 -3.11859 0.99969
C 1.36280 -3.04101 -6.59455
C -2.08238 2.61747 3.67304
C -3.34947 -0.61553 -3.26888
C -1.45094 3.74380 -2.00220
C 4.53016 -1.61068 -2.46264
C 4.10268 -1.56941 1.66550
C 3.70204 -4.02004 -3.59764
C 2.15318 -1.08921 -1.87008
C -0.07707 -3.05246 3.25475
C -5.69369 -0.05809 -2.93657
C -1.18511 5.02875 -2.44850
C -0.38262 0.06886 4.54997
C 2.05012 -0.65455 -5.32369
C 1.13662 4.48829 -2.37064
C 0.77289 -1.20794 -5.13171
C 4.26741 -2.91859 1.39663
C -6.40823 1.41081 -1.19698
C 5.02758 -3.64275 -3.64802
C -0.76821 -2.29555 2.31040
H -3.65598 -1.04550 -4.22272
H 2.94352 4.54563 1.63504
H 1.11624 -4.34729 -3.37984
H 3.93884 -0.84699 -6.29461
H -3.93953 -3.10751 3.20410
H 2.72998 0.06930 1.80201
H 1.00487 -3.04050 3.27977
H -5.35041 0.58339 3.34630
H -0.23440 -4.39273 4.91691
H -2.46825 3.41243 -1.82316
H -5.90156 -0.66048 -3.81355
H -0.47170 -3.05345 -2.28990
H 1.48714 -0.03980 3.49756
H -1.17678 3.20342 3.76792
H 3.37477 -4.95129 -4.04428
H 0.77849 1.56800 3.54309
H -4.97930 2.02576 5.32065
H 5.74537 -4.27774 -4.14979
H -7.19806 1.96697 -0.70759
H -0.08332 1.83920 5.76600
H -0.55113 -2.79431 -5.64727
H 1.63796 0.81364 -4.23510
H -2.89922 3.34250 5.51382
H 6.48240 -2.14683 -3.14018
H -0.88313 6.38921 1.11655
H -1.99742 5.71206 -2.65052
H -7.72176 0.55877 -2.68342
H 1.04372 -3.72861 0.76671
H -2.70516 -4.40179 4.90969
H -0.63247 0.42007 6.67455
H 1.09606 -3.96492 -7.09154
H 3.29091 -4.75035 0.84740
H 5.25190 -3.36584 1.43915
H 1.88110 2.31660 1.61140
H 4.82387 -0.66722 -2.02668
H 1.19838 -1.91055 6.32119
H 0.83576 -1.16085 7.90374
H -1.95291 4.15808 1.13733
H 4.95933 -0.96495 1.93552
H 1.56802 6.58090 1.40262
H -0.33413 -1.00703 4.68756
H 2.76476 2.32693 -2.28651
H 2.51822 -1.50104 7.44077
H 0.37939 6.40707 -2.96640
H 3.34131 -2.96727 -7.43167
H 2.18016 4.74061 -2.50215
H -1.41794 0.31458 4.31353
H -3.61024 0.43258 1.58611
H -4.88771 2.10099 0.14882
H -2.69511 -1.76787 1.53387
*
```

Summary:
Relative energy (zero: lowest compared OMol25 entry of this formula, charge and spin) = 0.953 eV

Results of the Löwdin charge analysis, in e, for atoms 1 through 4: Y 1.3348; S 0.8084; P 0.9898; P 0.9904

The following is a DFT calculation (ωB97M-V/def2-TZVPD) of a structure of composition C56H55AlN6O2S2.

```
! wB97M-V def2-TZVPD RIJCOSX def2/J DEFGRID3
* xyz -2 1
S 1.41405 1.41955 -1.36523
S -0.02564 -1.76769 -1.63452
Al -0.13318 0.01317 -0.06239
O -1.43841 1.15122 -0.52982
O -2.98950 2.57251 -1.18458
N 0.99138 0.33940 1.46808
N 0.15796 -0.21619 -3.91817
N 1.33912 -0.50834 -4.11024
N -1.69207 -1.62631 -3.66998
N -1.12479 -1.15660 1.15224
N -1.98186 -1.15287 -4.98357
C 2.54722 2.17741 2.01315
C -4.11368 -3.26980 0.52801
C 0.92073 -0.34262 3.99845
C 4.93769 1.78061 1.80229
C -0.74852 3.23743 -1.53609
C -2.63501 1.04273 -4.10953
C 0.62316 2.93910 -1.66959
C 4.12468 1.16660 -5.83127
C 0.36446 -4.47009 2.72557
C -5.03191 -0.46052 1.35138
C -1.07831 -1.53583 3.73254
C 2.30106 0.86602 1.57807
C -2.13164 -2.26791 4.21377
C 0.49985 -0.28014 2.59612
C -3.25210 0.37370 -6.33541
C -1.21601 4.51632 -1.85869
C -0.38106 5.51680 -2.31045
C 0.66632 -4.67118 0.25059
C 2.01023 -0.22748 6.14411
C -2.26590 -4.68374 1.06702
C 3.87213 2.60656 2.10461
C 1.98309 0.08562 4.75229
C -3.85566 1.60203 -6.53815
C 3.63195 -2.42381 1.81476
C 3.38414 0.01832 1.26830
C -3.85507 2.56432 -5.53487
C -2.62285 0.08103 -5.11938
C 3.76839 -1.64339 -0.58923
C -4.37706 -0.64582 -1.08038
C -1.94885 -2.29175 0.95650
C -1.41912 -3.58498 1.14230
C 1.61060 3.51244 3.92349
C -2.16655 -2.58160 5.60359
C 1.02302 -0.94207 6.76690
C -3.30523 -2.14100 0.62173
C 0.97703 5.23005 -2.45292
C 0.04833 2.98612 2.06043
C 2.46536 2.83535 -5.31903
C -3.61144 -4.53699 0.76818
C -0.08488 -1.42012 6.00219
C 1.45679 3.97915 -2.14105
C -0.63624 -1.02722 2.43125
C 2.08764 0.55080 -4.72432
C 4.68576 0.48312 1.38825
C -0.58962 -1.20247 -3.17743
C 0.06465 -3.81902 1.37182
C -3.24755 2.26827 -4.32159
C 1.65353 1.87232 -4.74727
C 1.50994 3.22283 2.41856
C -1.18769 -2.19067 6.47860
C 3.32037 0.19650 -5.24729
C -1.80756 2.27259 -1.06433
C -3.90420 -0.77583 0.36762
C 3.14914 -1.40024 0.78637
C 3.69618 2.48518 -5.86678
C -0.08477 -1.11142 4.66050
H -2.27739 4.68974 -1.74021
H 1.81471 4.13434 1.88943
H 3.40890 -3.43943 1.47584
H -4.68465 -0.53450 2.38468
H 4.71299 -2.34798 1.96872
H 2.85443 0.12436 6.72754
H -2.91462 -2.63323 3.55988
H 1.74295 -4.79021 0.40610
H -0.07257 -3.91189 3.55260
H -0.77220 6.49897 -2.54697
H -4.25692 -5.40597 0.70373
H -3.11963 -0.03970 0.51720
H 0.55610 -2.84482 1.35439
H 5.51237 -0.17488 1.14250
H 1.34421 2.62157 4.49640
H -0.50778 3.90836 2.25570
H 3.63561 -0.83622 -5.17063
H -3.00082 -3.16735 5.97410
H -5.87556 -1.14741 1.22842
H 1.08153 -1.15213 7.82946
H -2.18951 0.82982 -3.14931
H -4.61868 0.39435 -1.30410
H -5.16038 -3.14681 0.26993
H -0.02843 -5.49140 2.75862
H 1.44509 -4.52350 2.88350
H 5.09077 0.89590 -6.23998
H 4.06418 3.63088 2.40969
H 0.91279 4.30821 4.19821
H -4.32647 3.52626 -5.69334
H 3.51076 -2.64318 -0.94701
H -3.24565 2.98155 -3.50595
H 5.95470 2.14933 1.87521
H -1.24631 -2.46231 7.52705
H 0.50506 -4.21545 -0.72551
H -0.07561 2.73165 1.01382
H -4.32914 1.80851 -7.49193
H 3.14066 -2.26855 2.77800
H -3.24556 -0.36896 -7.12686
H 1.66477 5.99085 -2.80826
H 2.79921 0.65033 4.31810
H 3.39145 -0.92268 -1.31656
H -1.85873 -5.67716 1.22440
H -2.48434 -1.88592 -5.46235
H -5.39820 0.55555 1.18555
H 2.14558 3.87008 -5.31551
H 4.32944 3.24819 -6.30421
H 2.61532 3.81875 4.22136
H 0.21958 -5.66983 0.24001
H -3.59522 -0.96769 -1.77168
H 2.07191 -1.52899 0.68233
H 4.85944 -1.56319 -0.55505
H 0.70607 2.12714 -4.29193
H -0.39595 2.18779 2.65714
H -5.26300 -1.26485 -1.26467
H 2.51072 3.75421 -2.25369
*
```

Summary:
Relative energy (zero: lowest compared OMol25 entry of this formula, charge and spin) = 0.000 eV

Results of the Löwdin charge analysis, in e, for atoms 1 through 4: S 0.8043; S 0.7878; Al -0.2011; O -0.0264

Number 1: Kohn-Sham gap 4.158 eV, highest occupied orbital energy -8.7 eV, DFT total energy -70420.566 eV. Number 2: Kohn-Sham gap 6.778 eV, highest occupied orbital energy -9.9 eV, DFT total energy -107404.514 eV. Number 3: Kohn-Sham gap 5.408 eV, highest occupied orbital energy -1.1 eV, DFT total energy -100275.627 eV.